No. 1
Computed, not measured: a gas-phase ion, C29H33N4O3S2 (charge +1), with ωB97M-V/def2-TZVPD.

The geometry in XYZ format:
```
71
Properties=species:S:1:pos:R:3:forces:R:3:mulliken_charge:R:1
C -4.056 3.378 -1.864 0.000 0.059 -0.055 -1.501
C -3.308 2.102 -1.638 -0.039 -0.107 0.073 0.867
C -1.957 2.016 -1.997 -0.023 -0.036 0.039 -1.044
C -1.228 0.862 -1.818 -0.023 -0.096 0.057 -0.313
C -1.852 -0.251 -1.263 -0.849 0.436 0.195 -0.921
N -1.276 -1.467 -1.039 0.104 -0.530 -0.316 -0.257
C -2.111 -2.311 -0.542 -0.492 0.903 -0.252 0.664
N -1.779 -3.596 -0.233 0.019 -0.452 -0.095 0.210
C -2.794 -4.632 -0.097 -0.069 -0.559 0.289 -1.190
C -2.900 -5.166 1.330 -0.069 0.292 -0.014 -0.611
C -3.251 -4.095 2.363 0.049 -0.210 -0.124 -1.090
N -2.130 -3.227 2.717 -0.092 0.052 0.091 0.429
C -2.621 -2.029 3.380 -0.022 -0.028 -0.047 -1.131
C -1.183 -3.924 3.575 -0.027 -0.027 -0.117 -1.298
C -0.464 -3.987 -0.152 0.036 0.268 -0.127 -0.225
O -0.131 -5.146 -0.109 0.064 -0.068 0.007 -0.596
C 0.543 -2.881 -0.045 0.834 -0.040 0.347 0.553
C 1.608 -2.820 -0.940 -0.053 0.001 0.171 -1.036
C 2.603 -1.876 -0.761 0.015 -0.191 -0.248 -0.872
C 2.521 -1.030 0.331 0.675 0.675 0.156 0.644
S 3.811 0.148 0.583 -0.472 0.015 -0.527 1.497
O 3.789 0.749 1.866 -0.353 -0.080 0.211 -0.611
O 5.026 -0.187 -0.066 -0.019 -0.271 -0.257 -0.675
N 3.229 1.619 -0.510 0.301 -0.750 0.316 -0.196
C 1.935 2.153 -0.070 -0.935 0.359 0.127 -0.519
C 1.481 3.255 -1.022 0.189 -0.070 -0.009 -0.607
C 2.572 4.264 -1.273 0.040 -0.010 0.005 0.624
C 2.259 5.506 -1.814 0.092 -0.016 0.019 -0.690
C 3.250 6.433 -2.076 -0.088 -0.015 -0.002 -0.653
C 4.573 6.126 -1.800 0.071 -0.060 0.044 -0.622
C 4.896 4.892 -1.267 -0.040 -0.058 0.006 -0.751
C 3.901 3.957 -1.004 -0.240 -0.032 -0.082 0.568
C 4.288 2.634 -0.392 0.796 0.608 0.132 -1.187
C 1.494 -1.102 1.260 -0.192 -0.048 0.205 -1.010
C 0.500 -2.041 1.070 0.306 -0.020 -0.039 0.371
S -3.749 -1.700 -0.284 0.351 0.050 -0.089 -0.335
C -3.214 -0.167 -0.911 0.424 -0.159 -0.055 1.171
C -3.940 0.995 -1.094 0.024 0.081 -0.059 -1.011
H -3.548 4.211 -1.380 -0.034 0.094 0.028 0.340
H -5.067 3.312 -1.474 -0.080 0.063 0.013 0.345
H -4.110 3.597 -2.930 -0.059 0.073 -0.053 0.359
H -1.488 2.882 -2.441 0.067 0.112 -0.067 0.463
H -0.196 0.783 -2.124 0.151 0.010 -0.068 0.773
H -3.750 -4.221 -0.424 0.096 -0.062 -0.066 0.678
H -2.513 -5.456 -0.761 -0.134 0.155 -0.013 0.382
H -1.967 -5.662 1.594 -0.043 -0.111 0.009 0.295
H -3.687 -5.920 1.335 0.033 -0.082 0.003 0.478
H -3.648 -4.592 3.264 -0.047 0.101 -0.003 0.508
H -4.048 -3.466 1.957 -0.047 -0.009 0.098 0.432
H -3.190 -2.255 4.293 -0.006 0.000 0.074 0.389
H -3.267 -1.477 2.698 -0.028 0.048 0.025 0.246
H -1.779 -1.393 3.652 0.018 0.066 0.044 0.351
H -0.712 -4.736 3.024 0.078 -0.082 0.056 0.343
H -1.663 -4.339 4.472 -0.004 0.003 0.051 0.412
H -0.403 -3.234 3.894 0.061 0.004 0.020 0.393
H 1.650 -3.510 -1.768 0.030 -0.067 -0.079 0.544
H 3.448 -1.809 -1.428 0.082 -0.080 -0.139 0.581
H 3.168 1.302 -1.480 0.011 -0.169 0.042 0.506
H 2.075 2.543 0.940 0.054 -0.073 -0.056 0.359
H 1.201 1.343 -0.040 0.118 0.041 0.003 0.192
H 0.604 3.749 -0.603 -0.030 -0.111 0.013 0.579
H 1.177 2.816 -1.977 -0.101 -0.051 0.037 0.225
H 1.227 5.742 -2.026 -0.141 0.049 -0.030 0.466
H 2.992 7.393 -2.492 -0.024 0.104 -0.046 0.408
H 5.351 6.845 -2.001 0.088 0.074 -0.019 0.410
H 5.923 4.646 -1.049 0.176 -0.006 0.007 0.456
H 5.198 2.242 -0.853 -0.158 -0.013 0.043 0.634
H 4.487 2.760 0.679 -0.053 -0.076 -0.131 0.426
H 1.505 -0.445 2.114 -0.087 0.038 0.150 0.552
H -0.321 -2.139 1.764 -0.132 0.012 0.062 0.480
H -4.983 1.034 -0.823 -0.148 0.081 0.021 0.349
```
Positions in Å, forces in eV/Å.

The net charge is +1. Its SMILES is Cc1ccc2nc(N(CCCN(C)C)C(=O)c3ccc(S(=O)(=O)[N@H+]4CCc5ccccc5C4)cc3)sc2c1. The energy relative to the best compared isomer or geometry (same formula, charge and spin) is 22.5 kcal per mole.

No. 2
Computed, not measured: 2 unconnected molecules or ions with the total composition C29H33N4O4, with ωB97M-V/def2-TZVPD.

The geometry in XYZ format:
```
70
Properties=species:S:1:pos:R:3:forces:R:3:mulliken_charge:R:1
C 6.575 -1.977 3.804 -0.452 0.504 0.087 -0.835
O 5.626 -0.888 3.839 0.339 -0.442 -0.061 -0.430
C 4.304 -1.151 3.677 -0.606 -0.324 -0.008 0.666
C 3.454 -0.022 3.594 0.666 -0.678 0.011 -0.836
C 2.098 -0.184 3.393 -0.296 -0.743 -0.033 -0.214
C 1.546 -1.483 3.303 1.654 0.138 0.266 0.568
N 0.206 -1.656 3.041 -1.444 -0.319 -0.203 -0.533
C 2.392 -2.607 3.398 -0.520 0.629 -0.050 -0.718
C 3.756 -2.453 3.597 0.592 0.894 0.103 -0.596
H 7.543 -1.475 3.822 -0.116 -0.253 0.007 0.239
H 6.466 -2.623 4.687 0.012 0.150 -0.184 0.336
H 6.474 -2.578 2.889 -0.027 0.209 0.179 0.346
H 3.902 0.964 3.704 -0.099 -0.183 -0.100 0.431
H 1.449 0.689 3.301 0.126 -0.199 0.130 0.349
H -0.237 -2.533 3.296 0.453 0.471 0.268 0.222
H -0.429 -0.870 3.088 0.362 -0.093 0.371 0.207
H 1.972 -3.609 3.300 0.059 0.227 0.096 0.329
H 4.402 -3.325 3.708 -0.257 0.264 -0.118 0.374
C -1.942 2.165 -4.721 -0.461 -0.184 -0.308 -0.904
N -1.213 1.796 -3.531 0.483 0.294 0.196 0.258
C -0.046 2.405 -3.174 0.595 0.954 -1.052 0.176
O 0.548 3.259 -3.829 -0.917 -1.328 1.248 -0.688
C 0.384 1.808 -1.835 0.667 0.035 -0.404 -0.045
C 0.434 2.826 -0.690 -0.191 0.139 0.249 -0.398
C 1.491 3.880 -0.931 0.057 0.129 -0.022 0.517
C 1.135 5.230 -1.008 0.248 -0.242 -0.215 -0.364
C 2.098 6.183 -1.352 0.127 -0.211 0.132 -0.603
C 3.426 5.787 -1.568 -0.300 -0.150 -0.004 -0.436
C 3.785 4.437 -1.460 -0.232 0.008 0.137 -0.754
C 2.817 3.484 -1.131 -0.103 0.459 -0.112 -0.207
N -0.620 0.759 -1.622 0.074 -1.435 2.321 0.613
C -0.562 -0.041 -0.542 0.904 1.452 -1.734 0.079
C -1.520 -0.992 -0.229 -1.400 -1.506 0.759 0.863
C -1.445 -1.961 0.765 0.412 0.757 -2.077 -0.803
C -2.534 -2.870 1.034 -1.656 -1.220 0.306 1.439
C -3.678 -2.931 0.185 -0.121 -0.434 0.183 -0.644
C -4.685 -3.892 0.386 1.921 0.433 1.061 -0.270
N -5.750 -4.020 -0.556 -3.113 -0.600 -2.334 0.959
O -6.601 -4.916 -0.343 1.863 1.869 -0.323 -0.584
O -5.803 -3.262 -1.550 0.521 -1.214 2.083 -0.572
C -4.634 -4.792 1.457 0.263 0.452 -0.273 -0.484
C -3.551 -4.713 2.335 0.018 0.138 -0.052 -0.926
C -2.522 -3.789 2.132 0.087 0.373 -0.550 -0.298
C -1.691 0.754 -2.635 -0.895 0.178 -0.863 0.129
C -3.074 1.148 -2.091 0.035 0.216 0.331 -1.517
C -1.843 -0.566 -3.405 0.377 -0.129 0.022 -1.556
H -1.428 2.988 -5.222 0.000 -0.201 0.206 0.381
H -2.019 1.308 -5.402 0.090 0.274 0.025 0.291
H -2.962 2.477 -4.457 0.251 0.065 -0.125 0.308
H 1.380 1.347 -1.962 -0.436 0.132 0.014 0.334
H -0.560 3.293 -0.585 0.334 -0.159 0.035 0.344
H 0.658 2.278 0.243 -0.136 0.165 -0.212 0.313
H 0.091 5.510 -0.827 0.414 0.016 -0.147 0.320
H 1.803 7.229 -1.457 0.190 -0.343 0.083 0.374
H 4.179 6.532 -1.830 -0.237 -0.245 0.060 0.375
H 4.812 4.116 -1.638 -0.266 0.175 0.071 0.381
H 3.074 2.424 -1.049 0.103 0.341 -0.041 0.352
H 0.308 0.102 0.104 -0.123 -0.046 -0.217 0.771
H -2.412 -0.961 -0.851 0.280 -0.038 0.543 -1.192
H -0.475 -2.138 1.229 -0.438 0.255 0.237 0.641
H -3.787 -2.274 -0.675 -0.026 -0.270 0.203 0.611
H -5.430 -5.526 1.557 0.264 0.164 0.091 0.511
H -3.527 -5.405 3.177 0.155 0.278 -0.221 0.402
H -1.679 -3.766 2.826 -0.343 -0.147 -0.236 0.157
H -3.041 2.149 -1.643 -0.057 -0.218 -0.128 0.336
H -3.788 1.134 -2.925 0.217 0.086 0.359 0.542
H -3.430 0.442 -1.337 -0.096 0.236 -0.181 0.349
H -0.922 -0.805 -3.952 -0.200 0.014 0.127 0.361
H -2.083 -1.395 -2.734 0.021 0.083 -0.254 0.371
H -2.669 -0.454 -4.122 0.329 -0.101 0.244 0.484
```
Positions in Å, forces in eV/Å.

The net charge is +1. The energy relative to the best compared isomer or geometry (same formula, charge and spin) is 9.5 kcal per mole.

No. 3
Computed, not measured: a molecular structure, C29H33N6O2SZr, with ωB97M-V/def2-TZVPD.

The geometry in XYZ format:
```
72
Properties=species:S:1:pos:R:3:forces:R:3:mulliken_charge:R:1
Zr 0.534 -1.052 0.692 0.179 0.400 -0.597 1.305
C 0.481 4.974 4.031 0.004 0.023 0.013 -1.590
C 0.136 3.778 3.192 -0.002 0.042 -0.012 -0.037
C -0.338 3.904 1.900 -0.010 -0.054 0.014 -0.611
C -0.703 2.779 1.137 0.019 -0.092 0.109 0.166
C -1.268 2.823 -0.172 0.005 0.023 -0.019 0.425
N -1.240 3.795 -1.027 0.009 -0.016 0.034 0.048
C -2.002 3.781 -2.290 -0.047 0.030 -0.018 -0.725
C -1.152 3.803 -3.555 0.004 0.013 -0.014 -0.679
C -0.288 2.574 -3.829 0.044 0.053 -0.049 -0.668
N -1.064 1.322 -3.850 -0.011 -0.076 0.016 0.010
C -0.760 0.294 -3.119 0.019 0.042 -0.020 -0.040
C -1.477 -0.920 -2.945 -0.035 -0.160 0.098 0.330
C -2.648 -1.309 -3.631 0.013 -0.024 0.038 -0.572
C -3.378 -2.416 -3.251 -0.017 0.015 -0.027 -0.048
C -4.602 -2.863 -3.998 -0.014 -0.007 -0.018 -1.609
C -2.961 -3.111 -2.103 0.041 0.035 0.030 -0.775
C -1.828 -2.757 -1.380 0.058 0.120 -0.131 0.554
C -1.493 -3.454 -0.147 -0.023 -0.094 0.050 -0.026
N -0.665 -3.066 0.759 0.040 0.006 0.041 -0.202
C -0.484 -3.972 1.916 0.003 -0.051 0.042 -0.828
C -0.757 -3.329 3.272 0.026 -0.028 0.034 -0.746
C 0.290 -2.332 3.760 -0.008 -0.068 0.021 -0.760
N 0.246 -1.087 2.980 0.041 0.088 -0.338 0.107
C 0.118 0.026 3.603 -0.026 0.089 0.153 -0.081
C -0.048 1.340 2.987 -0.061 0.107 -0.087 0.646
C 0.254 2.487 3.718 -0.035 -0.038 -0.050 -0.821
C -0.546 1.485 1.680 0.010 0.131 0.032 0.657
O -0.823 0.423 0.936 0.236 -0.342 -0.192 -1.111
C -1.025 -1.704 -1.857 -0.127 0.007 0.007 0.864
O 0.108 -1.421 -1.262 -0.023 0.263 0.622 -1.122
H 0.541 5.878 3.429 -0.002 0.005 0.001 0.392
H 1.439 4.836 4.532 0.005 0.002 -0.001 0.403
H -0.275 5.132 4.801 0.000 0.003 0.006 0.361
H -0.471 4.900 1.494 0.006 0.012 -0.009 0.399
H -1.795 1.932 -0.498 0.007 0.012 -0.012 0.422
H -0.732 4.645 -0.800 -0.012 -0.001 0.005 0.280
H -2.652 4.656 -2.282 -0.001 -0.015 0.003 0.430
H -2.647 2.903 -2.251 -0.006 0.009 -0.003 0.365
H -0.493 4.674 -3.560 0.012 -0.008 0.009 0.393
H -1.839 3.963 -4.390 -0.011 -0.013 0.007 0.399
H 0.493 2.446 -3.078 -0.005 0.001 0.001 0.350
H 0.202 2.693 -4.796 0.010 -0.005 0.019 0.377
H -1.856 1.275 -4.484 -0.001 0.004 0.001 0.256
H 0.129 0.411 -2.503 0.000 0.027 -0.015 0.444
H -2.986 -0.743 -4.492 -0.001 0.014 -0.007 0.361
H -4.743 -2.288 -4.910 -0.006 0.003 -0.001 0.387
H -5.496 -2.748 -3.383 -0.001 -0.003 0.003 0.374
H -4.523 -3.914 -4.271 0.000 -0.002 -0.008 0.392
H -3.560 -3.950 -1.764 -0.003 -0.010 0.009 0.522
H -2.037 -4.386 0.020 0.013 0.005 -0.006 0.401
H 0.545 -4.346 1.882 -0.012 0.010 0.009 0.284
H -1.136 -4.839 1.795 0.018 0.005 -0.006 0.515
H -0.784 -4.143 3.999 -0.007 0.011 -0.001 0.433
H -1.749 -2.871 3.286 0.013 0.008 -0.018 0.277
H 1.293 -2.761 3.669 -0.014 0.004 -0.009 0.249
H 0.124 -2.109 4.816 0.019 0.001 -0.014 0.503
H 0.122 0.021 4.696 -0.002 -0.029 -0.014 0.423
H 0.613 2.377 4.736 0.000 -0.009 0.010 0.548
C 6.831 -1.116 -0.008 0.019 0.018 -0.011 -1.204
C 5.392 -1.262 0.327 -0.037 -0.069 0.073 0.948
C 4.899 -2.427 0.950 -0.028 0.024 -0.013 -1.121
C 3.559 -2.500 1.201 0.099 0.052 -0.029 0.029
N 2.739 -1.473 0.880 -0.117 -0.246 -0.016 -0.045
C 3.298 -0.386 0.293 -0.189 0.039 0.050 0.432
S 2.117 0.873 -0.039 -0.124 -0.300 0.233 -0.434
N 4.571 -0.256 0.006 0.017 0.035 -0.023 -0.528
H 7.461 -1.528 0.779 0.004 -0.005 -0.001 0.386
H 7.077 -0.074 -0.189 0.004 -0.002 -0.002 0.360
H 7.040 -1.684 -0.919 0.005 0.001 -0.005 0.311
H 5.563 -3.236 1.214 -0.008 -0.018 0.005 0.417
H 3.108 -3.370 1.664 0.022 -0.001 -0.003 0.443
```
Positions in Å, forces in eV/Å.

The net charge is +3.

| no. | F_max (Eh/bohr) | Kohn-Sham gap (Eh) | energy (eV) |
| --- | --- | --- | --- |
| 1 | 0.021 | 0.26862 | -64376.2521 |
| 2 | 0.077 | 0.17117 | -44749.0419 |
| 3 | 0.014 | 0.26398 | -55741.4552 |